Entry 1:
# C2H8Cl2N2O6PS2

C2H8Cl2N2O6PS2 as an isolated structure (ωB97M-V with the def2-TZVPD basis set, the OMol25 dataset).

Properties
* E_LUMO: 2.794 eV
* spin multiplicity: 1
* frontier orbital gap: 8.9 eV
* net charge: -1
* HOMO energy: -6.132 eV

Element x y z (Å)
1 N -0.5409 0.9987 2.3674
2 P -1.8985 1.7128 2.1179
3 O -1.8878 3.3129 1.9604
4 O -2.9498 1.4850 3.3041
5 S -2.9820 1.0478 0.3526
6 O -3.7353 -0.0966 0.7966
7 O -3.6906 2.2426 -0.0556
8 N -1.8292 0.8031 -0.6820
9 S -0.9990 -0.5691 -0.7442
10 O 0.1627 -0.3082 -1.5645
11 O -1.8012 -1.7220 -1.0635
12 H 0.2431 1.6394 2.3303
13 H -1.8408 3.5554 1.0237
14 H -2.4434 1.1942 4.0776
15 H -0.5542 -0.7396 0.5124
16 Cl 3.7082 -0.9202 0.0176
17 C 3.7060 -1.1528 -1.7464
18 C 2.9122 -2.3669 -2.1493
19 Cl 3.7214 -3.8901 -1.6667
20 H 4.7383 -1.2076 -2.0828
21 H 3.2264 -0.2738 -2.1736
22 H 2.8117 -2.3945 -3.2323
23 H 1.9228 -2.3501 -1.6999

Cartesian forces, eV/Å:
N -0.3 0.3 0.2
P 0.2 -0.1 -0.1
O 0.2 -0.1 -0.1
O 0.2 0.1 0.1
S 0.0 0.3 0.2
O 0.0 -0.1 -0.2
O -0.1 -0.1 0.0
N 0.1 -0.2 0.0
S -0.1 0.1 -0.1
O 0.1 -0.1 0.0
O 0.1 0.1 0.0
H 0.1 -0.2 -0.1
H -0.2 0.0 0.0
H -0.1 -0.1 -0.1
H 0.1 0.0 0.1
Cl 0.1 0.0 0.1
C -0.2 0.1 -0.1
C -0.1 0.0 0.0
Cl 0.0 0.0 0.0
H 0.0 0.0 0.0
H 0.0 0.0 0.0
H 0.0 0.0 0.0
H 0.0 0.0 0.0

Atom charges from the natural (NBO) analysis, given in e for atoms 1 to 5: number 1, N, carries -1.379; number 2, P, carries 1.903; number 3, O, carries -0.990; number 4, O, carries -0.976; number 5, S, carries 2.037

***

Entry 2:
# C33H29AsClO2SSiTeTi

C33H29AsClO2SSiTeTi as an isolated structure in a non-equilibrium geometry (ωB97M-V with the def2-TZVPD basis set, the OMol25 dataset).

Properties
* E_LUMO (alpha / beta): 4.206 / 4.202 eV
* spin multiplicity: 2
* frontier orbital gap (alpha / beta): 3.3 / 3.8 eV
* net charge: -2
* HOMO energy (alpha / beta): 0.940 / 0.361 eV

Element x y z (Å)
1 Ti 0.4872 0.8541 1.0023
2 S -0.4703 -0.4907 2.5862
3 C -0.2771 -2.0385 1.7897
4 C -0.3208 -3.1597 2.6108
5 C -0.4632 -4.4404 2.0677
6 C -0.6854 -4.6347 0.7356
7 C -0.7701 -3.5181 -0.1133
8 C -0.4053 -2.2323 0.3670
9 As -0.1501 -0.8462 -1.0087
10 C 1.1272 -1.7701 -2.2275
11 C 1.8606 -2.9306 -1.8306
12 C 2.3632 -3.7490 -2.7990
13 C 2.2684 -3.3519 -4.1831
14 C 1.6504 -2.1498 -4.5076
15 C 1.1192 -1.3073 -3.5420
16 C -1.8431 -1.0983 -2.0820
17 C -1.9536 -0.8143 -3.4325
18 C -3.0777 -1.1789 -4.1672
19 C -4.2251 -1.5748 -3.4505
20 C -4.2152 -1.6095 -2.0683
21 C -3.0117 -1.3864 -1.3966
22 H -0.2698 -3.0664 3.6911
23 H -0.4961 -5.1877 2.8653
24 H -0.8103 -5.6145 0.3294
25 H -0.8747 -3.6228 -1.1891
26 H 1.9940 -3.1770 -0.7604
27 H 2.7919 -4.7542 -2.5685
28 H 2.7058 -3.9675 -4.9861
29 H 1.5868 -1.8374 -5.5360
30 H 0.7832 -0.2975 -3.7859
31 H -1.0882 -0.3550 -3.9601
32 H -3.0787 -1.2579 -5.2726
33 H -5.0987 -1.8879 -3.9310
34 H -5.0791 -1.8938 -1.4589
35 H -2.8988 -1.4488 -0.3051
36 Cl 6.9303 1.4224 4.1511
37 C 5.4402 1.6714 3.4162
38 C 4.5796 2.7870 3.7872
39 C 3.2705 2.9701 3.2716
40 C 2.8013 2.0183 2.3220
41 O 1.5109 2.0671 1.8969
42 C 3.6628 0.9328 1.9039
43 C 3.2408 -0.0593 1.0679
44 O 1.9900 -0.2775 0.7511
45 C 4.9703 0.7395 2.5093
46 H 4.9714 3.4258 4.5875
47 H 2.6986 3.8745 3.5572
48 H 4.0236 -0.6476 0.6032
49 H 5.6316 -0.0623 2.2016
50 C -1.8659 3.1906 -1.8623
51 Si -0.6054 3.0798 -0.4140
52 C -0.0204 4.8013 0.1518
53 C -1.4262 2.2134 1.0947
54 C -2.6664 1.5250 0.9393
55 C -3.5539 1.4037 2.0239
56 C -3.2391 1.8824 3.3063
57 C -2.0675 2.6974 3.3987
58 C -1.1910 2.8640 2.3406
59 H -2.6778 3.7976 -1.4681
60 H -2.2724 2.1958 -2.1198
61 H -1.4168 3.6312 -2.7536
62 H -0.7310 5.2263 0.8227
63 H 0.0497 5.5260 -0.6351
64 H 0.9780 4.7794 0.6279
65 H -2.9484 1.0411 -0.0314
66 H -4.4662 0.8526 1.7742
67 H -3.8393 1.6361 4.1919
68 H -1.9228 3.1727 4.3380
69 H -0.2875 3.4802 2.4548
70 Te 1.2738 1.9369 -1.6902

Cartesian forces, eV/Å:
Ti 1.9 0.7 -1.0
S -0.2 -0.4 0.7
C -0.9 0.2 -0.8
C 0.1 -0.7 -0.7
C 0.0 0.7 2.0
C -0.6 0.4 -1.0
C 1.8 0.6 1.0
C -0.9 -1.9 -0.1
As -0.7 -0.2 0.6
C -0.2 0.3 0.9
C -1.1 1.0 0.6
C 0.7 -0.8 -2.3
C -0.1 -0.4 1.0
C 0.6 -0.2 -0.2
C 0.5 -0.6 0.7
C 0.3 0.7 0.5
C 1.3 0.1 -1.4
C -0.9 -0.3 0.3
C 1.3 0.2 0.2
C 0.5 0.0 0.9
C 0.2 -0.3 0.8
H 0.0 0.2 -0.2
H 0.1 -0.5 -0.8
H -0.2 -0.6 -0.2
H -0.2 -0.3 0.1
H -0.5 0.2 -0.7
H -0.1 1.1 0.0
H -0.3 0.2 0.5
H 0.2 0.0 -0.3
H -0.1 -0.5 0.2
H -0.9 -0.7 0.4
H 0.1 0.5 0.8
H -1.2 -0.3 -1.0
H 0.1 0.2 -0.5
H -0.5 -0.2 -0.4
Cl 1.6 0.0 0.9
C -3.7 0.5 -1.4
C 0.4 -0.2 0.4
C 1.5 -0.9 -0.6
C -0.5 0.6 0.8
O 1.5 0.1 0.9
C 0.5 0.3 1.2
C -0.2 -0.7 -0.8
O -0.5 0.2 -0.5
C 0.0 2.0 0.2
H -0.3 0.0 -0.4
H 0.2 -0.9 -0.2
H -0.2 -0.6 -0.1
H -0.3 -0.2 0.0
C 0.0 -0.2 0.8
Si -0.2 -0.1 -0.8
C 0.7 -0.5 -0.1
C 1.2 0.5 -2.3
C -1.8 -0.5 0.6
C 0.6 -0.7 -1.9
C 0.1 0.3 0.0
C -0.2 -0.7 -0.8
C -0.4 0.5 1.7
H -0.4 0.2 -0.3
H 0.2 0.4 0.1
H 0.0 0.0 0.1
H -0.6 0.2 0.9
H 0.1 0.2 -0.9
H -0.5 -0.2 -0.1
H 0.3 0.6 0.9
H 0.1 0.1 0.5
H 0.2 0.3 -0.5
H 0.6 0.5 0.7
H -0.6 -0.3 0.1
Te 0.1 0.9 0.2

Atom charges from the natural (NBO) analysis, given in e for atoms 1 to 5: number 1, Ti, carries 1.185; number 2, S, carries -0.184; number 3, C, carries -0.179; number 4, C, carries -0.231; number 5, C, carries -0.217

***

Entry 3:
# C22H28N4O4S

The molecule C22H28N4O4S (ωB97M-V with the def2-TZVPD basis set, the OMol25 dataset).

Properties
* E_LUMO: 0.500 eV
* spin multiplicity: 1
* structure (SMILES): Cc1ccc(NC(=O)C(=O)NCCN2CCN(S(=O)(=O)c3ccccc3)CC2)cc1C
* frontier orbital gap: 9.1 eV
* HOMO energy: -8.577 eV

Element x y z (Å)
1 C 1.4234 -1.8947 5.7145
2 C 0.6904 -1.7043 4.4224
3 C 0.5677 -2.7554 3.5232
4 C -0.1076 -2.6057 2.3280
5 C -0.6733 -1.3767 2.0075
6 C -0.5510 -0.3154 2.8964
7 C 0.1197 -0.4685 4.0996
8 C 0.2311 0.6915 5.0403
9 H -0.2698 1.5649 4.6323
10 H 1.2762 0.9418 5.2219
11 H -0.2204 0.4500 6.0019
12 H -0.9896 0.6353 2.6417
13 N -1.3818 -1.2581 0.8094
14 C -1.8987 -0.1690 0.2202
15 O -1.7705 0.9992 0.5505
16 C -2.7167 -0.5580 -1.0200
17 O -2.7643 -1.7124 -1.4079
18 N -3.3742 0.4969 -1.5170
19 H -3.0963 1.3761 -1.0956
20 C -3.9508 0.5180 -2.8394
21 H -4.3240 1.5246 -3.0280
22 H -4.7920 -0.1792 -2.8736
23 C -2.9045 0.0935 -3.9007
24 N -1.5756 0.4105 -3.4334
25 C -1.2092 1.8098 -3.5180
26 C 0.0174 2.0338 -2.6352
27 N 1.0826 1.1853 -3.1131
28 S 2.6108 1.5252 -2.5387
29 O 3.5256 0.7094 -3.2815
30 O 2.7675 2.9491 -2.5728
31 C 2.5955 0.9627 -0.8367
32 C 2.1391 1.8052 0.1577
33 C 2.0972 1.3452 1.4638
34 C 2.5073 0.0538 1.7548
35 C 2.9516 -0.7863 0.7466
36 C 2.9957 -0.3302 -0.5603
37 H 3.3565 -0.9463 -1.3686
38 H 3.2660 -1.7921 0.9806
39 H 2.4818 -0.3035 2.7722
40 H 1.7471 1.9923 2.2527
41 H 1.8467 2.8105 -0.1008
42 C 0.7311 -0.2134 -3.1067
43 C -0.5178 -0.4231 -3.9603
44 H -0.8256 -1.4682 -3.8942
45 H -0.2839 -0.1797 -5.0106
46 H 1.5806 -0.7617 -3.5138
47 H 0.5227 -0.5616 -2.0817
48 H 0.3720 3.0623 -2.6980
49 H -0.2428 1.7948 -1.5922
50 H -2.0336 2.4277 -3.1598
51 H -0.9697 2.1043 -4.5542
52 H -3.1523 0.5638 -4.8654
53 H -2.9559 -0.9893 -4.0195
54 H -1.5843 -2.1185 0.3020
55 H -0.2025 -3.4373 1.6452
56 H 1.0049 -3.7131 3.7663
57 H 0.7634 -1.7073 6.5610
58 H 1.8072 -2.9084 5.7942
59 H 2.2602 -1.2005 5.7910

Cartesian forces, eV/Å:
C 0.0 0.0 0.0
C 0.0 0.0 0.0
C 0.0 0.1 0.0
C -0.1 0.2 -0.1
C 0.2 0.1 0.4
C -0.1 0.0 0.0
C 0.0 -0.2 -0.1
C 0.0 0.0 0.0
H 0.0 0.1 0.0
H 0.1 0.1 0.1
H 0.0 0.1 0.1
H 0.0 0.1 0.0
N -0.2 -0.5 -0.4
C 0.2 0.1 0.0
O 0.0 -0.1 0.1
C -0.3 0.2 0.0
O 0.0 -0.1 -0.2
N -0.1 0.3 0.3
H 0.0 -0.2 0.0
C 0.1 -0.3 -0.2
H 0.0 -0.1 0.1
H 0.0 0.1 -0.1
C 0.0 0.0 0.1
N 0.0 0.0 -0.3
C 0.3 -0.1 0.2
C -0.4 0.6 0.1
N 0.9 0.3 0.1
S 0.0 0.0 -0.2
O -0.2 -0.3 0.2
O -0.3 0.0 0.3
C 0.0 0.2 -0.7
C -0.1 0.2 0.1
C 0.0 0.0 -0.1
C 0.1 0.0 0.0
C 0.0 0.0 0.0
C 0.1 -0.2 -0.1
H 0.1 -0.1 0.0
H 0.0 -0.1 0.0
H 0.0 0.0 0.1
H 0.0 0.1 0.1
H 0.0 0.1 0.1
C -0.1 -0.7 -0.2
C 0.2 0.0 0.1
H 0.0 0.0 0.0
H 0.0 -0.1 0.0
H -0.1 -0.1 0.0
H 0.0 0.0 -0.1
H -0.2 0.0 0.0
H 0.0 0.0 0.0
H 0.0 0.0 0.0
H -0.1 0.0 0.0
H 0.0 -0.1 0.0
H 0.0 0.1 -0.1
H 0.0 0.3 0.1
H 0.0 -0.1 -0.1
H 0.0 -0.1 0.0
H 0.0 0.0 0.1
H 0.0 0.0 0.0
H 0.1 0.0 0.1

Atom charges from the natural (NBO) analysis, given in e for atoms 1 to 5: number 1, C, carries -0.630; number 2, C, carries -0.062; number 3, C, carries -0.195; number 4, C, carries -0.233; number 5, C, carries 0.145

***

Entry 4:
# C5H10S2Se

The molecule C5H10S2Se in a non-equilibrium geometry (ωB97M-V with the def2-TZVPD basis set, the OMol25 dataset).

Properties
* E_LUMO (alpha / beta): -0.134 / -0.028 eV
* spin multiplicity: 1
* frontier orbital gap (alpha / beta): 7.0 / 7.0 eV
* HOMO energy (alpha / beta): -7.098 / -7.023 eV

Element x y z (Å)
1 C -1.1580 0.8142 0.7795
2 C -0.3056 -0.1436 1.6655
3 C -1.5084 0.1872 -0.5255
4 C 0.7832 -0.2798 -2.4892
5 C 1.1973 -0.3658 1.3192
6 S 2.2824 0.7192 2.1216
7 S 1.5258 -0.6797 -0.4623
8 Se -0.7113 0.9140 -2.2603
9 H -2.0656 0.9314 1.2266
10 H -0.7148 1.7206 0.6214
11 H -0.6152 0.1735 2.7463
12 H -0.8361 -1.0946 1.5523
13 H -1.5037 -0.8680 -0.5998
14 H -2.4064 0.5899 -0.7699
15 H 1.5467 0.0611 -3.0222
16 H 0.5355 -1.2529 -2.7753
17 H 3.3356 0.1441 1.6037
18 H 0.6187 -1.5708 -0.7316

Cartesian forces, eV/Å:
C 2.4 -3.2 -0.5
C -0.8 0.4 1.3
C 2.3 1.0 -1.9
C -2.4 0.3 3.6
C -2.1 0.4 -0.8
S -0.6 0.4 0.2
S 0.7 0.5 -0.1
Se 0.4 -0.5 0.5
H -2.4 0.6 1.8
H 1.3 2.5 -0.2
H 1.6 -0.6 -1.5
H 0.3 -0.2 0.1
H -0.2 -1.0 0.1
H -3.3 0.4 -0.7
H 3.1 1.9 -2.2
H -0.6 -1.6 -0.4
H 1.1 -0.3 -0.2
H -0.6 -1.0 0.9

Atom charges from the natural (NBO) analysis, given in e for atoms 1 to 5: number 1, C, carries -0.417; number 2, C, carries -0.473; number 3, C, carries -0.497; number 4, C, carries -0.690; number 5, C, carries -0.410

***

Entry 5:
# C5H5O2

C5H5O2 as an isolated structure in a non-equilibrium geometry (ωB97M-V with the def2-TZVPD basis set, the OMol25 dataset).

Properties
* E_LUMO: 3.895 eV
* spin multiplicity: 1
* frontier orbital gap: 5.2 eV
* net charge: -1
* HOMO energy: -1.271 eV

Element x y z (Å)
1 C 1.1519 0.7096 -0.5504
2 C 0.6265 0.8190 0.6674
3 C -2.5390 0.1782 -0.0138
4 C 0.9334 -0.7947 -0.4843
5 C 0.1513 -0.5417 0.8060
6 O -3.0092 -0.8907 0.2042
7 O -2.3513 1.2428 -0.3989
8 H 1.8556 1.2649 -1.1303
9 H 0.4915 1.7792 1.1212
10 H 0.4036 -1.2252 -1.3798
11 H 1.8611 -1.4411 -0.5825
12 H 0.4246 -1.1000 1.7414

Cartesian forces, eV/Å:
C 1.4 -1.4 -0.9
C -0.7 1.0 0.3
C -0.7 -3.6 0.4
C 0.7 -1.3 -2.5
C -0.1 -0.4 1.4
O 0.5 1.5 0.0
O 0.5 1.7 -0.3
H -0.1 0.6 -0.5
H -0.2 0.4 1.2
H -0.4 0.4 0.6
H -0.5 0.7 1.0
H -0.4 0.3 -0.8

Atom charges from the natural (NBO) analysis, given in e for atoms 1 to 5: number 1, C, carries -0.405; number 2, C, carries -0.212; number 3, C, carries 1.035; number 4, C, carries -0.446; number 5, C, carries -0.629